Version w
Entry from the Open Molecules 2025 dataset: 2 unconnected molecules or ions with the total composition C4H8O2 (ωB97M-V with the def2-TZVPD basis set).

Element x y z (Å)
H1 -0.656 -1.993 -0.346
C1 0.971 1.520 -0.279
H2 1.823 -0.016 1.576
C2 -0.714 0.139 1.048
C3 -0.898 -1.399 -1.239
H3 -1.978 -1.226 -1.280
H4 -1.739 -0.022 0.655
O1 -0.198 -0.171 -1.293
H5 1.707 0.604 1.958
H6 1.025 1.961 -1.265
H7 -0.591 -1.962 -2.122
O2 -0.527 0.163 2.238
C4 0.180 0.445 -0.136
H8 1.594 1.956 0.486

frontier orbital gap: 9.39 eV
charge: 0
SMILES: C=C(C=O)OC.[H][H]
LUMO level: 0.3093 eV

The Mulliken scheme yields these atomic charges, measured in e:
1 H 0.38
2 C -0.72
3 H 0.04
4 C 0.14
5 C -0.83
6 H 0.33
7 H 0.35
8 O -0.37
9 H -0.03
10 H 0.27
11 H 0.26
12 O -0.45
13 C 0.36
14 H 0.26

---

Version x
Entry from the Open Molecules 2025 dataset: 3 unconnected molecules or ions with the total composition C4H8O2 (ωB97M-V with the def2-TZVPD basis set).

Element x y z (Å)
C1 -0.684 -1.935 -0.377
H1 -1.603 -1.802 -0.954
H2 0.153 -1.521 -0.943
O1 -0.087 1.354 1.409
C2 -0.847 1.431 -0.819
H3 -0.518 -3.000 -0.195
H4 0.756 1.420 1.871
H5 -1.808 1.012 -0.536
H6 -0.672 1.677 -1.859
C3 0.101 1.634 0.089
H7 1.074 2.050 -0.178
O2 2.425 -0.124 1.419
C4 2.481 -0.796 0.502
H8 -0.771 -1.400 0.572

frontier orbital gap: 9.95 eV
charge: 0
LUMO level: 0.8844 eV

The Mulliken scheme yields these atomic charges, measured in e:
1 C -0.99
2 H 0.27
3 H 0.21
4 O -0.50
5 C -0.76
6 H 0.30
7 H 0.35
8 H 0.27
9 H 0.25
10 C 0.07
11 H 0.34
12 O -0.16
13 C 0.14
14 H 0.21

---

version x (2.127 eV below the next structure)

---

Version w
Entry from the Open Molecules 2025 dataset: a single C4H8O2 molecule (ωB97M-V with the def2-TZVPD basis set).

Element x y z (Å)
H1 1.681 1.267 -0.182
H2 -1.554 0.262 0.904
C1 1.056 0.439 -0.528
C2 -0.545 0.466 1.246
C3 0.555 -0.313 0.680
O1 -1.081 0.072 -1.465
O2 -0.063 -1.673 -0.101
H3 1.332 -0.689 1.355
H4 -0.497 1.996 -1.240
H5 -0.633 -1.055 -0.857
C4 -0.297 0.946 -1.005
H6 -0.731 -1.998 0.528
H7 -0.500 0.652 2.322
H8 1.596 -0.140 -1.292

frontier orbital gap: 7.75 eV
charge: 0
LUMO level: 0.6558 eV

The Mulliken scheme yields these atomic charges, measured in e:
1 H 0.32
2 H 0.32
3 C -0.47
4 C -0.98
5 C -0.20
6 O -0.57
7 O -0.62
8 H 0.36
9 H 0.36
10 H 0.53
11 C 0.02
12 H 0.43
13 H 0.26
14 H 0.24

---

Version x
Entry from the Open Molecules 2025 dataset: a molecular structure, C4H8O2 (ωB97M-V with the def2-TZVPD basis set).

Element x y z (Å)
C1 -0.862 0.138 0.374
H1 -1.109 -0.111 -1.999
H2 1.311 1.624 0.299
H3 2.392 -0.958 0.053
H4 -1.779 -0.007 -1.682
C2 1.587 -0.237 -0.122
H5 0.404 -1.013 1.510
H6 0.018 -1.766 -0.040
H7 -2.687 0.572 1.305
C3 -2.226 0.333 0.351
O1 -0.798 1.391 0.195
C4 0.278 -0.814 0.439
O2 1.966 0.949 0.528
H8 1.503 -0.099 -1.211

frontier orbital gap: 9.63 eV
charge: 0
LUMO level: 0.5382 eV

The Mulliken scheme yields these atomic charges, measured in e:
1 C 0.48
2 H 0.00
3 H 0.35
4 H 0.33
5 H 0.08
6 C -0.40
7 H 0.28
8 H 0.29
9 H 0.23
10 C -0.44
11 O -0.46
12 C -0.47
13 O -0.52
14 H 0.27

---

version w (1.113 eV below the next structure)

---

Version w
Entry from the Open Molecules 2025 dataset: a single C4H8O2 molecule (ωB97M-V with the def2-TZVPD basis set).

Element x y z (Å)
O1 -1.370 -0.108 0.785
H1 -2.455 0.822 -0.636
H2 0.656 1.702 0.481
O2 1.640 -1.049 -0.990
H3 1.906 1.674 -0.795
H4 -0.505 -0.003 -1.003
H5 -2.084 -0.928 -0.995
C1 -0.274 -0.940 0.861
C2 0.974 -0.294 -0.321
C3 -1.706 0.000 -0.546
H6 -0.475 -1.939 0.443
C4 1.445 1.109 0.023
H7 2.227 0.918 0.766
H8 0.021 -0.965 1.925

frontier orbital gap: 9.72 eV
charge: 0
SMILES: COCC(C)=O
LUMO level: 0.6717 eV

The Mulliken scheme yields these atomic charges, measured in e:
1 O -0.33
2 H 0.22
3 H 0.29
4 O -0.54
5 H 0.32
6 H 0.19
7 H 0.27
8 C -0.42
9 C 0.55
10 C -0.45
11 H 0.30
12 C -1.02
13 H 0.32
14 H 0.30

---

Version x
Entry from the Open Molecules 2025 dataset: a molecular structure, C4H8O2 (ωB97M-V with the def2-TZVPD basis set).

Element x y z (Å)
C1 3.089 -0.066 -0.030
O1 1.524 -0.335 -0.071
C2 0.562 0.491 0.161
C3 -2.893 -0.258 0.056
H1 -0.795 -1.164 -0.110
H2 -3.848 0.195 0.328
H3 -2.359 -1.211 0.838
H4 3.586 -0.644 -0.859
H5 3.161 0.922 -0.451
H6 3.260 -0.392 1.117
H7 0.825 1.471 0.525
H8 -3.093 -0.942 -0.892
C4 -0.563 -0.172 0.113
O2 -1.763 0.559 -0.216

frontier orbital gap: 8.44 eV
charge: 0
LUMO level: 0.8664 eV

The Mulliken scheme yields these atomic charges, measured in e:
1 C -0.58
2 O -0.40
3 C -0.05
4 C -0.56
5 H 0.38
6 H 0.27
7 H 0.24
8 H 0.22
9 H 0.30
10 H 0.25
11 H 0.38
12 H 0.24
13 C -0.33
14 O -0.38

---

version w (2.500 eV below the next structure)

---

Version w
Entry from the Open Molecules 2025 dataset: a single C3H5N3O molecule (ωB97M-V with the def2-TZVPD basis set).

Element x y z (Å)
N1 -0.668 0.841 -0.895
N2 1.256 -0.338 -0.587
H1 2.127 -0.672 -0.972
H2 1.299 -1.620 1.038
C1 -0.144 -0.124 1.325
N3 -1.392 -0.308 1.603
H3 -1.148 1.554 -1.443
C2 0.526 0.676 -1.406
H4 -1.982 -0.627 0.840
H5 -1.840 0.282 2.292
C3 0.797 -0.775 0.561
O1 1.170 1.110 -2.357

frontier orbital gap: 8.56 eV
charge: 0
LUMO level: 0.1290 eV

The Mulliken scheme yields these atomic charges, measured in e:
1 N -0.64
2 N -0.07
3 H 0.24
4 H 0.37
5 C -0.02
6 N -0.33
7 H 0.20
8 C 0.32
9 H 0.27
10 H 0.27
11 C 0.06
12 O -0.67

---

Version x
Entry from the Open Molecules 2025 dataset: a single C3H5N3O molecule (ωB97M-V with the def2-TZVPD basis set).

Element x y z (Å)
C1 -0.674 0.660 0.311
H1 -0.592 1.777 -1.505
O1 1.451 0.726 -1.762
H2 -0.427 -0.927 2.443
H3 0.397 -2.174 1.628
N1 -0.643 0.870 -1.067
H4 -1.227 1.273 0.995
N2 0.467 -1.049 -0.653
C2 0.328 -0.007 -1.457
N3 -0.278 -1.425 1.580
C3 -0.178 -0.630 0.466
H5 1.452 1.139 -0.844

frontier orbital gap (alpha / beta): 8.25 / 8.24 eV
charge: 0
SMILES: Nc1c[nH]c(O)n1
LUMO level (alpha / beta): 0.3790 / 0.3785 eV

The Mulliken scheme yields these atomic charges, measured in e:
1 C -0.74
2 H 0.25
3 O -0.49
4 H 0.23
5 H 0.26
6 N -0.19
7 H 0.34
8 N -0.58
9 C 0.35
10 N -0.49
11 C 0.68
12 H 0.38

---

version x (0.137 eV below the next structure)